1.
A structure of composition C18H18IrN10P. Source: the OMol25 dataset; level of theory: ωB97M-V/def2-TZVPD.

Cartesian coordinates (Å):
Ir  0.221  0.270  0.152
N  1.534  -1.709  2.578
C  1.839  -2.035  1.284
N  2.717  -2.920  0.893
N  2.671  -2.854  -0.468
N  1.824  -1.987  -0.875
N  1.234  -1.440  0.227
C  0.614  -0.750  2.930
N  0.274  -0.451  4.160
N  -0.623  0.559  4.035
N  -0.822  0.862  2.808
N  -0.061  0.026  2.059
H  1.968  -2.237  3.322
C  -3.108  -0.305  1.046
P  -2.061  0.372  -0.259
C  -2.815  1.955  -0.675
C  -2.201  -0.692  -1.699
C  -1.710  -2.000  -1.612
C  -1.804  -2.848  -2.701
C  -2.384  -2.396  -3.879
C  -2.870  -1.100  -3.973
C  -2.776  -0.242  -2.888
H  -4.123  -0.343  0.646
H  -3.065  0.330  1.927
H  -2.791  -1.312  1.313
H  -3.872  1.812  -0.899
H  -2.323  2.423  -1.526
H  -2.720  2.608  0.192
H  -1.253  -2.356  -0.697
H  -1.421  -3.857  -2.633
H  -2.455  -3.059  -4.731
H  -3.323  -0.754  -4.892
H  -3.158  0.767  -2.973
C  0.043  2.387  0.022
C  1.446  2.119  0.306
C  2.012  2.196  1.618
C  3.283  1.755  1.851
C  4.042  1.198  0.799
C  3.535  1.100  -0.485
C  2.249  1.567  -0.733
C  5.370  0.722  1.085
N  6.431  0.356  1.323
H  -0.156  2.709  -0.995
H  -0.514  2.926  0.778
H  1.407  2.604  2.419
H  3.714  1.817  2.841
H  4.128  0.665  -1.277
H  1.854  1.540  -1.746

As for the net charge: +1. The HOMO-LUMO gap (spin up / spin down) comes out at 6.881 / 5.493 eV. The calculation puts the energy at -1689.6321 hartree. The spin multiplicity is 2. The lowest unoccupied orbital energy (spin up / spin down) is -5.297 / -6.689 eV.

---

2.
A cluster of 3 separate species, C26H49BBrN9O6P2 in total. Source: the OMol25 dataset; level of theory: ωB97M-V/def2-TZVPD.

Cartesian coordinates (Å):
C  4.959  4.502  3.123
N  3.754  3.714  2.646
C  4.209  2.277  2.753
B  2.606  3.919  3.564
O  2.537  3.049  4.707
C  1.462  5.056  3.391
C  0.008  4.840  3.731
C  -0.484  3.453  4.282
N  -0.210  3.276  5.741
C  -1.013  5.896  3.608
Br  -2.898  5.622  4.076
C  -0.614  7.227  3.142
C  0.808  7.492  2.793
C  1.804  6.421  2.917
O  3.145  6.783  2.554
C  3.247  6.563  1.201
N  3.414  6.678  0.073
C  1.172  8.955  2.336
O  1.986  9.213  1.489
C  0.347  10.075  3.070
C  -0.956  9.833  3.393
C  -1.601  8.452  3.009
O  -2.733  8.365  2.617
H  4.700  5.063  4.069
H  5.872  3.865  3.225
H  5.182  5.287  2.344
H  3.362  1.549  2.682
H  4.752  2.081  3.725
H  4.972  2.144  1.929
H  2.865  3.515  5.498
H  0.039  2.644  3.681
H  -1.583  3.275  4.142
H  0.585  3.841  6.037
H  0.015  2.280  5.845
H  0.846  11.039  3.357
H  -1.523  10.624  3.944
C  -3.096  -2.628  1.668
N  -3.063  -1.232  1.294
C  -4.330  -0.573  1.595
P  -1.716  -0.200  1.069
O  -1.566  0.167  2.554
N  -0.151  -0.906  0.941
C  0.172  -2.304  1.157
C  0.883  -0.093  1.576
N  -1.868  -0.519  -0.693
C  -2.435  0.630  -1.404
C  -2.293  -1.744  -1.331
H  -3.947  -3.118  1.181
H  -3.191  -2.764  2.752
H  -2.223  -3.185  1.340
H  -4.954  -0.524  0.694
H  -4.176  0.450  1.947
H  -4.893  -1.091  2.374
H  -0.182  -2.661  2.133
H  1.253  -2.471  1.123
H  -0.223  -2.942  0.366
H  0.941  -0.276  2.657
H  0.684  0.970  1.425
H  1.863  -0.295  1.136
H  -3.524  0.682  -1.287
H  -2.204  0.586  -2.475
H  -2.007  1.564  -1.028
H  -3.385  -1.860  -1.334
H  -1.861  -2.636  -0.886
H  -1.957  -1.748  -2.373
C  -1.413  -7.577  -4.452
N  -1.403  -6.164  -4.756
C  -2.745  -5.681  -5.068
P  -0.256  -4.968  -4.328
O  -0.856  -4.669  -2.950
N  1.278  -5.480  -3.726
C  1.636  -6.848  -3.401
C  1.811  -4.609  -2.672
N  0.441  -5.160  -5.973
C  0.102  -4.029  -6.840
C  0.519  -6.369  -6.759
H  -1.874  -8.128  -5.280
H  -1.971  -7.800  -3.534
H  -0.419  -8.005  -4.345
H  -2.891  -5.643  -6.155
H  -2.910  -4.674  -4.676
H  -3.525  -6.315  -4.640
H  0.924  -7.303  -2.701
H  2.625  -6.899  -2.937
H  1.725  -7.470  -4.293
H  1.397  -4.858  -1.688
H  1.582  -3.562  -2.879
H  2.900  -4.689  -2.621
H  -0.920  -4.109  -7.230
H  0.791  -3.960  -7.689
H  0.184  -3.086  -6.291
H  -0.428  -6.607  -7.261
H  0.825  -7.239  -6.183
H  1.284  -6.247  -7.533

As for the structure (SMILES): CN(C)B(O)c1c(CN)c(Br)c2c(c1OC#N)C(=O)C=CC2=O.CN(C)P(=O)(N(C)C)N(C)C.CN(C)P(=O)(N(C)C)N(C)C. The HOMO-LUMO gap comes out at 6.254 eV. The calculation puts the energy at -5245.5292 hartree. The lowest unoccupied orbital energy is -1.232 eV.

---

3.
An isolated molecule of C6H8O3. Source: the OMol25 dataset; level of theory: ωB97M-V/def2-TZVPD.

Cartesian coordinates (Å):
C  -2.118  0.036  0.055
C  -0.640  -0.193  0.217
C  0.029  0.335  1.487
O  0.109  -0.382  2.478
C  -0.032  -1.443  -0.389
C  0.371  -0.094  -0.891
C  1.791  0.461  -0.373
O  2.689  -0.247  0.022
O  2.004  1.728  -0.789
H  -2.571  -0.705  -0.612
H  -2.319  1.031  -0.353
H  -2.616  -0.045  1.027
H  0.188  1.425  1.497
H  0.651  -2.004  0.245
H  -0.615  -2.058  -1.067
H  0.108  0.308  -1.861
H  2.972  1.847  -0.693

As for the structure (SMILES): C[C@@]1(C=O)C[C@@H]1C(=O)O. The HOMO-LUMO gap comes out at 10.334 eV. The calculation puts the energy at -459.1026 hartree. The lowest unoccupied orbital energy is 0.364 eV.

---

4.
A structure of composition C56H70BeOP2Si5. Source: the OMol25 dataset; level of theory: ωB97M-V/def2-TZVPD.

Cartesian coordinates (Å):
Be  0.582  -0.500  0.231
C  0.784  2.690  1.174
Si  -0.137  1.648  -0.167
C  -1.768  2.617  -0.474
C  -1.771  3.985  -0.178
C  -2.800  4.829  -0.568
C  -3.865  4.321  -1.292
C  -3.916  2.963  -1.562
C  -2.904  2.104  -1.130
P  -3.103  0.283  -1.265
C  -4.302  0.141  -2.643
C  -3.824  0.436  -3.923
C  -4.621  0.248  -5.038
C  -5.908  -0.257  -4.894
C  -6.390  -0.558  -3.631
C  -5.592  -0.359  -2.510
C  -4.225  0.035  0.177
C  -4.159  -1.185  0.837
C  -5.032  -1.487  1.875
C  -5.960  -0.548  2.292
C  -6.008  0.694  1.671
C  -5.151  0.981  0.621
C  0.943  2.291  -1.619
C  0.680  3.459  -2.347
C  1.608  3.990  -3.224
C  2.834  3.361  -3.412
C  3.108  2.194  -2.727
C  2.174  1.670  -1.828
P  2.447  0.068  -1.003
C  3.006  -0.817  -2.490
C  4.333  -1.098  -2.788
C  4.674  -1.579  -4.046
C  3.695  -1.762  -5.010
C  2.365  -1.491  -4.711
C  2.020  -1.035  -3.450
C  3.883  0.275  0.099
C  4.021  -0.678  1.109
C  5.046  -0.587  2.038
C  5.936  0.477  1.980
C  5.791  1.445  0.996
C  4.770  1.348  0.062
H  1.051  3.676  0.789
H  1.727  2.191  1.419
H  0.244  2.832  2.108
H  -0.927  4.412  0.348
H  -2.759  5.883  -0.325
H  -4.660  4.974  -1.631
H  -4.764  2.561  -2.103
H  -2.816  0.821  -4.038
H  -4.237  0.482  -6.022
H  -6.528  -0.420  -5.765
H  -7.393  -0.945  -3.513
H  -5.980  -0.593  -1.527
H  -3.409  -1.902  0.532
H  -4.975  -2.449  2.364
H  -6.641  -0.777  3.102
H  -6.722  1.438  2.001
H  -5.209  1.948  0.140
H  -0.273  3.957  -2.227
H  1.377  4.896  -3.772
H  3.559  3.767  -4.106
H  4.037  1.667  -2.920
H  5.104  -0.925  -2.046
H  5.709  -1.797  -4.275
H  3.964  -2.129  -5.991
H  1.595  -1.648  -5.455
H  0.984  -0.819  -3.214
H  3.311  -1.494  1.164
H  5.148  -1.344  2.805
H  6.736  0.557  2.704
H  6.476  2.282  0.955
H  4.654  2.122  -0.685
C  3.998  -3.751  -0.327
Si  2.237  -4.294  -0.764
C  2.222  -6.032  -0.011
C  2.324  -4.572  -2.628
Si  0.361  -2.926  -0.033
Si  -1.323  -3.939  -1.396
C  -3.135  -3.817  -0.870
C  -1.120  -5.813  -1.570
C  -1.228  -3.198  -3.124
Si  0.122  -3.805  2.155
C  -0.542  -5.569  2.283
C  1.809  -3.742  3.024
C  -1.049  -2.832  3.284
H  4.677  -4.515  -0.715
H  4.164  -3.680  0.748
H  4.282  -2.801  -0.776
H  2.999  -6.626  -0.500
H  1.279  -6.550  -0.139
H  2.451  -6.007  1.055
H  3.247  -5.112  -2.859
H  2.343  -3.636  -3.176
H  1.491  -5.158  -3.010
H  -3.278  -3.931  0.206
H  -3.681  -4.625  -1.361
H  -3.591  -2.874  -1.174
H  -1.220  -6.304  -0.601
H  -0.170  -6.116  -1.997
H  -1.914  -6.196  -2.217
H  -1.496  -2.139  -3.103
H  -1.924  -3.708  -3.796
H  -0.226  -3.290  -3.539
H  0.088  -6.307  1.799
H  -1.532  -5.623  1.824
H  -0.649  -5.850  3.334
H  2.598  -4.216  2.440
H  2.104  -2.703  3.196
H  1.763  -4.237  3.997
H  -1.874  -3.467  3.611
H  -1.478  -1.965  2.794
H  -0.528  -2.481  4.178
C  -1.015  0.608  8.052
C  -0.413  0.455  6.685
C  -1.210  0.409  5.553
C  -0.683  0.261  4.276
C  -1.655  0.305  3.135
C  0.717  0.128  4.142
C  1.408  -0.094  2.889
O  0.916  -0.376  1.787
C  1.547  0.188  5.293
C  3.051  0.051  5.226
C  0.967  0.349  6.535
H  -2.088  0.780  7.996
H  -0.557  1.443  8.584
H  -0.843  -0.291  8.646
H  -2.285  0.498  5.659
H  -2.642  0.003  3.479
H  -1.371  -0.325  2.299
H  -1.743  1.321  2.755
H  2.499  -0.037  2.929
H  3.507  0.822  4.604
H  3.350  -0.920  4.829
H  3.470  0.142  6.226
H  1.600  0.388  7.414

The HOMO-LUMO gap comes out at 6.205 eV. The calculation puts the energy at -4396.2198 hartree. The lowest unoccupied orbital energy is -0.866 eV.